(1)
Below is a 8-piece molecular cluster, C42H86BO11 overall, with properties calculated with the ωB97M-V functional and the def2-TZVPD basis.

Output
E_HOMO	-3.97	eV
lowest unoccupied orbital energy	2.0	eV

```
! wB97M-V def2-TZVPD RIJCOSX def2/J DEFGRID3
* xyz -1 1
O 1.79 3.62 2.39
O -0.94 -6.17 5.14
O -1.22 4.52 -0.89
O -4.65 7.77 1.79
O -4.08 -0.55 3.07
O 0.10 -2.27 1.57
O 0.13 0.63 -1.83
O -4.91 -7.41 3.01
O 6.90 2.66 -3.73
O 0.16 -0.94 -3.59
O 8.36 -0.26 -5.76
C -4.65 0.36 4.01
C 1.36 2.34 2.86
C -6.88 -7.47 1.70
C -4.77 1.70 3.31
C 7.64 0.20 -7.97
C -0.74 -8.09 3.76
C -5.93 -8.06 3.78
C -2.05 -8.17 4.53
C -2.20 2.78 -2.35
C 0.08 4.69 -0.30
C 1.07 2.49 4.35
C -4.53 6.43 1.29
C 5.60 2.47 -3.19
C 1.06 1.29 -4.26
C 1.53 4.60 3.40
C 3.43 1.12 -3.13
C -2.08 2.23 -3.81
C -1.00 3.74 -2.08
C -0.39 -6.62 3.89
C 8.28 -1.50 -6.47
C -1.60 0.74 -3.87
C -7.26 -7.66 3.16
C 7.38 -1.27 -7.67
C -1.82 -7.18 5.65
C -0.34 -3.50 2.16
C -0.21 -0.67 -1.34
C 0.64 -1.53 -2.40
C -0.54 -3.22 3.64
C 7.80 0.78 -6.58
C 8.15 1.72 -1.77
C -3.50 6.47 0.17
C 7.80 1.65 -3.31
C 2.21 2.04 -3.51
C -5.48 -6.88 1.81
C -4.98 1.28 1.87
C -0.08 -1.21 2.51
C -2.60 7.60 0.62
C -3.59 8.57 1.25
C -0.93 -1.76 3.64
C 4.72 1.43 -3.97
C 0.63 3.94 4.43
C -4.10 0.05 1.77
B -0.05 0.53 -3.30
H 8.75 1.85 -3.85
H 3.12 0.06 -3.20
H -1.56 0.43 -4.95
H -4.02 0.41 4.90
H 0.36 3.72 0.15
H -0.81 -8.42 2.73
H 7.50 0.63 -3.63
H -0.41 4.03 4.13
H -2.74 -6.71 6.00
H 1.07 5.48 2.94
H 2.49 4.90 3.84
H 9.21 1.50 -1.57
H -2.87 -7.82 3.89
H -1.28 -3.88 4.10
H 6.84 0.68 -8.54
H 9.30 -1.77 -6.79
H 0.91 -0.91 2.87
H -0.54 -0.35 2.01
H 0.55 -2.63 -2.36
H -5.50 6.08 0.96
H -5.57 2.33 3.71
H -5.64 -0.02 4.30
H 4.36 1.96 -4.89
H 1.55 0.50 -4.88
H -1.33 -7.66 6.51
H -2.02 8.05 -0.19
H -2.32 0.05 -3.38
H 0.04 5.42 0.54
H -8.04 -8.40 3.32
H 0.55 1.98 -4.98
H 7.91 -2.28 -5.81
H 0.68 -6.44 3.87
H -7.56 -6.83 1.14
H 5.28 0.52 -4.28
H -1.42 2.91 -4.40
H 0.39 -4.28 1.97
H -4.19 5.80 2.12
H -1.99 -1.66 3.38
H -3.07 0.32 1.51
H 0.02 -8.70 4.26
H 0.83 4.97 -1.06
H 0.33 1.78 4.71
H 7.60 -1.93 -8.50
H -4.46 -0.67 1.03
H -6.83 -8.44 1.20
H -2.99 5.52 0.04
H -0.78 4.39 -2.96
H -3.99 6.73 -0.77
H -5.52 -5.79 1.91
H -0.13 3.08 -1.89
H -1.29 -3.78 1.68
H 6.84 1.07 -6.15
H 8.46 1.65 -6.57
H 8.57 0.30 -8.54
H -0.86 -6.03 3.09
H -3.13 3.41 -2.31
H 5.57 2.23 -2.11
H 6.33 -1.41 -7.38
H -2.31 2.00 -1.59
H 3.68 1.33 -2.07
H -1.27 -0.99 -1.48
H 0.18 -0.70 -0.31
H 0.41 -3.36 4.18
H -3.08 2.29 -4.31
H -6.03 1.01 1.71
H 7.52 0.95 -1.28
H 0.45 2.07 2.31
H -4.01 9.24 0.50
H 1.99 2.35 4.92
H 2.62 2.84 -4.18
H 0.74 4.38 5.43
H 5.08 3.45 -3.29
H -1.89 7.24 1.37
H -5.85 -7.76 4.82
H -7.59 -6.70 3.58
H -3.83 2.26 3.40
H -3.14 9.17 2.04
H 1.88 2.56 -2.59
H -2.30 -9.17 4.88
H -4.85 -7.13 0.96
H -5.77 -9.14 3.71
H 7.82 2.68 -1.33
H -4.72 2.05 1.14
H 1.69 -1.27 -2.08
H 2.13 1.59 2.66
H -0.76 -1.25 4.59
*
```

Atom charges from the Löwdin analysis, given in e for atoms 1 to 2:
1. O -0.1470
2. O -0.1491



(2)
Below is C2HClFN as an isolated structure, with properties calculated with the ωB97M-V functional and the def2-TZVPD basis.

Output
ΔE to the lowest compared entry with this formula, charge and spin	8.219	eV
E_HOMO (spin up / spin down)	-9.27 / -9.31	eV
lowest unoccupied orbital energy (spin up / spin down)	-1.0 / -1.0	eV

```
! wB97M-V def2-TZVPD RIJCOSX def2/J DEFGRID3
* xyz 0 1
Cl 1.07 -1.01 1.65
F 0.81 1.40 0.66
N 3.24 -0.14 -0.33
C 1.50 -0.73 -0.26
C 0.50 0.17 0.32
H -0.52 0.11 0.22
*
```

Atom charges from the natural (NBO) analysis, given in e for atoms 1 to 2:
1. Cl 0.1438
2. F -0.2983



(3)
Below is one molecule with the formula C4H7ClO2, with properties calculated with the ωB97M-V functional and the def2-TZVPD basis.

Output
ΔE to the lowest compared entry with this formula, charge and spin	0.310	eV
SMILES	CC(C)(Cl)OC=O
E_HOMO	-10.64	eV
lowest unoccupied orbital energy	0.8	eV

```
! wB97M-V def2-TZVPD RIJCOSX def2/J DEFGRID3
* xyz 0 1
Cl 0.39 -2.15 0.86
O 1.21 0.13 0.62
O 0.93 2.20 -0.15
C 1.50 1.40 0.46
C 0.01 -0.59 0.18
C -0.01 -0.65 -1.32
C -1.31 -0.12 0.71
H -1.34 -0.23 1.83
H -0.18 0.38 -1.67
H -0.71 -1.22 -1.73
H -2.02 -0.70 0.22
H 0.84 -1.06 -1.74
H -1.64 0.91 0.56
H 2.33 1.69 1.17
*
```

Atom charges from the natural (NBO) analysis, given in e for atoms 1 to 2:
1. Cl -0.0082
2. O -0.5375



(4)
Below is C16H22AuBF4N5OSSe as an isolated structure, with properties calculated with the ωB97M-V functional and the def2-TZVPD basis.

Output
<S²>	2.018
ΔE to the lowest compared entry with this formula, charge and spin	0.000	eV
E_HOMO (spin up / spin down)	-10.45 / -11.72	eV
lowest unoccupied orbital energy (spin up / spin down)	-2.7 / -5.3	eV

```
! wB97M-V def2-TZVPD RIJCOSX def2/J DEFGRID3
* xyz 1 3
Au -0.77 0.31 0.21
Se -0.92 -2.14 0.95
S -0.57 -3.56 -1.35
F 1.83 -1.92 0.50
F 3.33 -0.23 0.01
F 2.71 -1.75 -1.61
F 1.20 -0.17 -0.87
O 0.10 2.36 0.71
N -2.83 0.76 0.16
N -3.89 -2.08 1.25
N -4.84 1.30 0.80
N 2.00 -4.17 -1.06
N 1.39 4.11 0.13
C 1.64 -6.14 0.78
C -4.95 0.76 -0.45
C -3.70 0.42 -0.85
C -5.94 1.78 1.61
C -0.72 5.40 -1.04
C 3.07 -4.81 -0.57
C 0.74 -4.46 -0.68
C 0.20 3.00 -1.61
C 0.62 3.05 -0.17
C -1.00 4.00 -1.62
C 0.79 5.08 1.06
C -2.74 -2.13 1.11
C 0.55 -5.47 0.26
C 2.93 -5.81 0.35
C -0.60 5.49 0.50
C -3.54 1.28 1.14
B 2.33 -1.02 -0.48
H 1.46 5.94 1.13
H -5.57 2.15 2.56
H -1.33 4.10 -2.65
H 0.99 3.33 -2.28
H 1.50 -6.92 1.52
H 2.14 -3.34 -1.64
H -0.46 -5.71 0.56
H -3.15 1.63 2.07
H -5.90 0.66 -0.95
H -1.57 6.03 -1.33
H 1.81 4.55 -0.67
H -6.45 2.59 1.09
H 0.69 4.63 2.04
H -1.37 4.85 0.94
H 3.79 -6.32 0.74
H -1.82 3.55 -1.05
H -0.82 6.51 0.81
H -3.36 -0.03 -1.77
H 0.16 5.84 -1.53
H -0.13 2.01 -1.92
H 4.04 -4.49 -0.94
H -6.65 0.98 1.79
*
```

Atom charges from the Löwdin analysis, given in e for atoms 1 to 2:
1. Au 0.9153
2. Se 0.7766